Entry from the OMol25 dataset: a 22-piece molecular cluster, C6H53BN4O25 overall at a distorted geometry (ωB97M-V/def2-TZVPD).

```
! RIJCOSX wB97M-V def2-TZVPD def2/J DEFGRID3
* xyz 0 1
N -2.313 1.054 -2.221
B -1.497 -0.073 -1.977
O -1.013 -0.792 -3.053
C -1.072 -0.453 -0.489
C 0.111 -0.788 0.074
C 1.448 -1.087 -0.500
C 2.342 0.134 -1.020
N 2.003 0.496 -2.382
N 2.293 1.295 -0.161
N 3.734 -0.327 -1.007
C -0.120 -0.719 1.552
O 0.628 -0.341 2.397
O -1.477 -0.865 1.791
C -2.090 -0.676 0.570
O -3.254 -0.943 0.430
H -2.495 1.675 -1.441
H -3.173 0.938 -2.740
H -0.973 -1.747 -2.944
H 1.271 -1.742 -1.359
H 2.035 -1.664 0.218
H 1.222 1.141 -2.437
H 1.812 -0.311 -2.959
H 1.755 2.066 -0.537
H 1.999 1.084 0.783
H 4.063 -0.319 -0.045
H 3.803 -1.298 -1.305
O 3.114 2.559 2.420
H 2.972 1.987 3.182
H 3.995 2.925 2.552
O -2.023 -3.948 -0.187
H -2.596 -3.179 -0.067
H -1.131 -3.628 -0.017
O -3.927 -4.536 1.971
H -3.239 -4.704 1.312
H -3.534 -3.869 2.542
O -0.055 -2.813 4.288
H 0.309 -2.068 3.800
H -0.957 -2.907 3.971
O 5.382 2.599 -0.820
H 4.501 2.236 -0.659
H 5.975 1.864 -0.616
O 2.623 3.436 -2.104
H 3.103 3.782 -2.865
H 2.845 2.498 -2.061
O 3.410 -3.507 0.466
H 2.591 -3.975 0.656
H 4.117 -4.106 0.726
O -5.279 -1.799 -2.123
H -4.958 -1.469 -1.276
H -4.491 -2.126 -2.568
O 3.504 -0.552 3.661
H 2.544 -0.588 3.708
H 3.780 -1.469 3.548
O -0.091 2.786 2.698
H -1.052 2.828 2.728
H 0.129 1.852 2.634
O 6.025 -1.185 2.656
H 5.388 -0.502 2.902
H 6.859 -0.800 2.944
O -4.684 1.620 0.083
H -5.632 1.412 0.085
H -4.289 0.754 0.204
O -5.121 -1.507 2.688
H -4.520 -1.326 1.956
H -5.089 -2.462 2.808
O -6.479 -1.971 -5.237
H -6.156 -1.645 -4.390
H -5.698 -2.276 -5.708
O 6.703 1.193 4.402
H 7.519 1.227 4.910
H 6.002 1.298 5.054
O 7.683 0.759 -0.896
H 8.155 1.057 -1.679
H 7.852 -0.186 -0.834
O -7.128 0.417 0.948
H -8.019 0.060 1.045
H -6.573 -0.200 1.446
O -8.771 -1.742 -0.276
H -8.006 -2.045 -0.778
H -9.533 -2.063 -0.767
O -4.141 4.515 -0.297
H -4.993 4.820 -0.620
H -4.218 3.552 -0.263
O 4.182 5.928 -2.881
H 4.982 5.957 -2.347
H 3.469 5.998 -2.237
O 0.696 0.874 -5.030
H 0.530 0.975 -5.971
H -0.155 0.627 -4.649
*
```

* HOMO energy: -9.54 eV
* gap between HOMO and LUMO: 6.9756 eV
* LUMO: -2.560 eV

These are the Löwdin partial charges, in e, on atoms 1 to 6: atom 1 (N): 0.238, atom 2 (B): -0.592, atom 3 (O): 0.136, atom 4 (C): 0.080, atom 5 (C): -0.051, atom 6 (C): -0.038

Entry from the OMol25 dataset: C6H5B2BrF8MnNO2 as an isolated structure at a distorted geometry (ωB97M-V/def2-TZVPD).

```
! RIJCOSX wB97M-V def2-TZVPD def2/J DEFGRID3
* xyz -1 6
Mn 1.753 -1.624 0.586
Br 3.532 -0.773 -1.106
B -0.253 -2.522 -0.231
F 0.196 -1.671 -1.086
F -0.427 -1.815 0.870
F -1.499 -3.015 -0.639
F 0.689 -3.462 0.017
B 2.586 -2.529 2.714
F 1.407 -2.963 3.301
F 2.670 -3.089 1.467
F 2.440 -1.140 2.436
F 3.757 -2.786 3.391
C -2.819 2.238 -1.705
C -2.800 1.401 -0.608
C -1.598 1.259 0.067
C -0.400 1.813 -0.494
C -0.462 2.551 -1.647
C -1.753 2.797 -2.271
N 0.911 1.525 0.263
O 1.641 2.439 0.386
O 1.070 0.395 0.799
H -3.809 2.519 -2.033
H -3.774 1.008 -0.358
H -1.533 0.772 1.028
H 0.327 3.134 -2.099
H -1.853 3.538 -3.050
*
```

* <S²>: 8.75
* HOMO energy (spin up / spin down): -5.69 / -5.78 eV
* gap between HOMO and LUMO (spin up / spin down): 7.4174 / 7.4842 eV
* energy relative to the best compared isomer or geometry (same formula, charge and spin): 186.3 kJ/mol
* LUMO (spin up / spin down): 1.724 / 1.708 eV

These are the Löwdin partial charges, in e, on atoms 1 to 6: atom 1 (Mn): 0.729, atom 2 (Br): -0.144, atom 3 (B): -1.608, atom 4 (F): 0.229, atom 5 (F): 0.204, atom 6 (F): 0.133

Entry from the OMol25 dataset: one molecule with the formula C6H5BCl2O2 at a distorted geometry (ωB97M-V/def2-TZVPD).

```
! RIJCOSX wB97M-V def2-TZVPD def2/J DEFGRID3
* xyz 0 1
Cl -0.528 2.034 3.360
Cl -2.582 -0.343 -1.026
O 1.297 -0.502 -2.679
O -0.286 -2.249 -1.970
B 0.384 -1.033 -1.769
C 0.996 0.737 1.541
C -1.368 0.792 1.123
C 1.163 0.066 0.344
C -0.295 1.091 1.936
C -1.185 0.110 -0.078
C 0.095 -0.206 -0.502
H 1.849 0.304 -2.493
H -1.147 -2.436 -1.547
H 1.834 0.936 2.192
H -2.385 0.985 1.460
H 2.159 -0.286 0.108
*
```

* structure (SMILES): OB(O)c1ccc(Cl)cc1Cl
* HOMO energy: -9.46 eV
* gap between HOMO and LUMO: 9.8972 eV
* energy relative to the best compared isomer or geometry (same formula, charge and spin): 17.9 kJ/mol
* LUMO: 0.434 eV

These are the Löwdin partial charges, in e, on atoms 1 to 6: atom 1 (Cl): 0.687, atom 2 (Cl): 0.735, atom 3 (O): 0.147, atom 4 (O): 0.124, atom 5 (B): -0.613, atom 6 (C): -0.090

Entry from the OMol25 dataset: an isolated ion of composition C6H5BrNO2 and charge -1 at a distorted geometry (ωB97M-V/def2-TZVPD).

```
! RIJCOSX wB97M-V def2-TZVPD def2/J DEFGRID3
* xyz -1 1
C 1.113 -1.046 -1.507
C 1.447 -1.868 -0.338
C 1.891 -0.172 0.854
C 1.094 -3.107 0.189
C 0.737 0.470 0.119
C -0.529 -0.033 0.765
N 0.789 0.152 -1.351
O 0.396 -3.946 0.674
O 2.289 -3.168 -0.397
Br 3.562 0.610 0.352
H 1.204 -1.367 -2.533
H 0.760 1.558 0.169
H -0.143 -0.526 1.652
H -1.028 -0.735 0.084
H -1.042 0.851 1.085
*
```

* HOMO energy: -3.17 eV
* gap between HOMO and LUMO: 6.6861 eV
* energy relative to the best compared isomer or geometry (same formula, charge and spin): 454.5 kJ/mol
* LUMO: 3.513 eV

These are the Löwdin partial charges, in e, on atoms 1 to 6: atom 1 (C): -0.204, atom 2 (C): -0.127, atom 3 (C): -0.564, atom 4 (C): -0.528, atom 5 (C): -0.591, atom 6 (C): -0.090